Record 1
9
Properties=species:S:1:pos:R:3:forces:R:3 method="wB97M-V/def2-TZVPD" e_lumo_ev=-1.09 e_above_lowest_ev=2.714 charge=0
C -0.5727 1.2011 -0.3328 0.63 1.48 0.82
C -1.2021 0.1358 0.1614 0.05 1.97 0.51
C 1.1972 -1.2024 0.3422 0.20 -0.48 -0.76
Cl -0.0402 1.2182 -1.9307 -0.09 0.35 -1.29
Cl -1.4633 0.0901 1.8284 -0.26 -0.01 1.24
Cl -1.9846 -1.0551 -0.6893 -0.10 -1.03 -0.95
Cl 2.0222 -1.1830 -1.2007 -0.06 -0.15 0.81
Cl 2.3060 -1.3750 1.6095 0.28 0.10 0.06
H -0.2626 2.1702 0.2120 -0.65 -2.23 -0.43


Record 2
68
Properties=species:S:1:pos:R:3:forces:R:3 method="wB97M-V/def2-TZVPD" e_lumo_ev=0.37 e_above_lowest_ev=0.000 charge=0
Cl 3.1783 -7.0256 -2.8298 0.08 -0.10 -0.11
C 3.3854 -5.5009 -1.9459 -0.08 0.40 0.16
C 2.8471 -4.3313 -2.7584 0.13 -0.32 -0.13
Cl 2.4606 -2.9795 -1.6657 -0.01 0.13 0.00
H 4.4414 -5.3612 -1.7307 0.02 -0.10 0.00
H 2.8447 -5.5771 -1.0067 -0.06 -0.11 -0.03
H 1.9464 -4.6132 -3.2955 -0.10 0.07 0.13
H 3.5818 -3.9768 -3.4759 -0.01 0.02 -0.01
Cl -4.8733 2.4459 -0.0518 -0.02 0.05 0.07
C -5.9071 1.8803 -1.3992 0.16 0.00 0.26
C -5.0719 1.5330 -2.5992 0.02 -0.06 -0.53
Cl -4.6413 2.9988 -3.5429 0.10 -0.06 0.12
H -6.6054 2.6844 -1.6072 -0.07 -0.05 -0.09
H -6.4471 1.0072 -1.0402 0.04 -0.03 0.00
H -5.6213 0.8927 -3.2878 -0.12 0.05 0.07
H -4.1456 1.0255 -2.3424 0.01 0.05 0.18
Cl 5.8528 -1.9207 3.8476 -0.13 0.02 0.08
C 4.7066 -2.6282 2.6716 0.24 0.23 -0.09
C 4.3819 -1.6542 1.5645 -0.10 0.05 -0.01
Cl 3.2353 -0.4052 2.1382 0.05 -0.01 -0.03
H 3.7931 -2.8975 3.1929 0.08 -0.15 0.11
H 5.2142 -3.5042 2.2765 -0.15 -0.08 -0.08
H 3.9074 -2.1795 0.7371 -0.06 0.01 0.03
H 5.2581 -1.1284 1.1975 0.08 -0.08 0.04
N -2.5297 -3.2880 -0.2421 -0.05 0.00 -0.16
C -2.3157 -4.5443 -0.6228 0.07 -0.03 -0.12
C -1.8101 -5.5226 0.2154 0.38 -0.26 -0.10
C -1.4721 -5.1928 1.5197 -0.05 0.11 -0.13
C -1.6898 -3.8900 1.9284 -0.19 -0.06 0.02
C -2.2260 -2.9906 1.0110 0.12 0.24 0.65
H -2.5277 -4.7705 -1.6622 -0.09 -0.04 0.02
H -1.6098 -6.5138 -0.1726 -0.14 0.00 0.02
H -1.0340 -5.9255 2.1846 -0.06 -0.03 0.02
H -1.4868 -3.5704 2.9420 0.10 0.06 -0.05
H -2.3914 -1.9690 1.3416 -0.10 0.00 -0.17
N -1.3279 0.6361 -1.0481 -0.65 -0.12 -0.31
C -0.9610 1.7489 -1.6820 -0.14 0.03 0.28
C 0.3624 2.1094 -1.8684 0.09 0.18 -0.24
C 1.3543 1.2910 -1.3557 -0.23 0.24 0.51
C 0.9691 0.1502 -0.6666 0.55 0.12 -0.97
C -0.3802 -0.1697 -0.6143 1.06 -0.28 0.72
H -1.7810 2.3821 -2.0054 0.11 0.07 -0.13
H 0.6224 3.0124 -2.4070 -0.11 0.02 0.02
H 2.3922 1.5942 -1.4127 0.04 -0.16 -0.12
H 1.7491 -0.5064 -0.3089 -0.25 -0.12 0.31
H -0.6141 -1.1113 -0.1269 -0.58 0.11 -0.11
N -0.7677 -0.6053 4.1066 -0.17 0.14 0.23
C -0.9740 0.0683 2.9808 0.45 -0.19 -0.40
C -2.2128 0.4892 2.5230 -0.05 0.20 -0.08
C -3.3163 0.2349 3.3125 -0.26 -0.17 0.33
C -3.1192 -0.4314 4.5140 -0.12 -0.27 0.08
C -1.8433 -0.8294 4.8631 0.29 0.03 0.06
H -0.0881 0.2456 2.3761 -0.05 0.04 0.00
H -2.2901 0.9855 1.5640 -0.04 0.02 0.01
H -4.3226 0.5224 3.0354 0.09 0.09 -0.21
H -3.9340 -0.7079 5.1709 -0.10 0.21 -0.06
H -1.6660 -1.3331 5.8077 -0.02 -0.10 -0.06
N 2.1494 8.7741 -1.2558 -0.24 0.17 -0.08
C 1.1616 7.8971 -1.0844 0.20 0.25 -0.15
C 1.2711 6.5470 -1.3868 -0.61 0.05 -0.03
C 2.4642 6.0776 -1.8921 0.30 0.38 -0.39
C 3.4848 6.9976 -2.1053 0.03 -0.64 -0.05
C 3.2799 8.3266 -1.7858 0.29 -0.15 0.17
H 0.2259 8.3239 -0.7412 -0.01 -0.15 0.15
H 0.3837 5.9326 -1.2944 0.17 -0.17 0.13
H 2.6172 5.0586 -2.2217 -0.17 -0.12 0.23
H 4.4121 6.6322 -2.5284 0.09 0.29 0.00
H 4.0703 9.0505 -1.9521 -0.06 0.07 0.03


Record 3
30
Properties=species:S:1:pos:R:3:forces:R:3 method="wB97M-V/def2-TZVPD" e_lumo_ev="-0.91 / -0.78" s2=2.025 charge=0 spin_multiplicity=3
Mo 0.2247 -1.5015 0.4272 0.20 0.57 0.47
O -2.3111 3.4984 -0.4254 0.14 -0.03 0.07
C -0.9872 3.3635 0.0816 -0.19 0.09 -0.03
C -0.6411 1.8793 0.2080 -0.05 0.01 0.06
C -0.6321 1.3036 -1.1995 0.01 -0.16 0.03
O -0.7583 -0.1312 -1.1268 0.05 0.06 0.17
C 0.7433 1.8220 0.8653 0.01 0.01 0.02
Se 1.8709 0.2724 0.4548 0.45 0.05 0.06
C -1.7367 1.2120 1.0510 0.00 -0.03 -0.04
Se -1.2556 -0.4368 1.9788 -0.17 -0.22 0.34
H -2.5892 4.4147 -0.3446 0.02 0.01 -0.02
H -0.8959 3.8199 1.0723 0.00 0.03 0.02
H -0.2633 3.8459 -0.5829 0.01 0.06 -0.07
H 0.2961 1.5663 -1.7074 0.09 -0.02 -0.04
H -1.4824 1.6882 -1.7554 -0.11 0.00 -0.07
H -0.8178 -0.5122 -2.0105 0.06 -0.11 0.04
H 0.6517 1.8789 1.9507 -0.03 0.00 -0.01
H 1.3450 2.6641 0.5198 -0.03 0.07 0.03
H -2.6113 0.9986 0.4453 -0.06 0.07 -0.05
H -2.0410 1.8794 1.8558 -0.01 0.07 -0.01
S -0.8340 -4.7067 -2.8447 -0.02 -0.02 -0.02
C -0.5288 -3.5851 -1.7784 0.03 0.07 0.02
N -0.3008 -2.7304 -0.9827 -0.28 -0.70 -0.71
O 2.1883 -4.0304 0.6700 -0.30 -0.04 -0.04
C 1.4547 -3.8846 1.6274 0.22 0.64 0.30
O 0.6591 -2.8625 1.8588 0.25 -0.25 -0.61
H 1.4723 -4.6025 2.4489 -0.20 -0.20 0.15
O 3.0126 -2.1054 -1.0639 -0.08 -0.04 -0.13
H 2.7959 -2.9177 -0.5755 -0.02 -0.10 0.07
H 3.9721 -2.1001 -1.1181 0.02 0.11 0.00


Record 4
27
Properties=species:S:1:pos:R:3:forces:R:3 method="wB97M-V/def2-TZVPD" e_lumo_ev=0.62 e_above_lowest_ev=6.569 charge=0
C -12.0297 -0.5321 7.7291 -0.01 0.91 0.77
C -11.2744 0.5408 6.8845 2.38 -2.17 3.77
O -11.5610 0.2226 5.5663 10.16 -5.38 -2.41
H -13.0923 -0.5456 7.4866 0.36 0.33 0.52
H -11.8453 -0.2730 8.7717 -0.50 0.15 0.18
H -11.7909 -1.5954 7.7035 1.02 0.17 -0.82
H -10.2074 0.4594 7.0918 0.16 0.01 -0.08
H -11.6157 1.5691 7.0038 0.26 -0.24 1.05
H -10.9068 0.7072 5.0576 -0.13 -0.03 -0.61
C -15.4262 1.2089 5.3331 -0.99 0.32 0.33
C -14.2815 0.5354 6.0053 -1.41 -0.95 0.82
O -13.1927 1.2903 5.8787 -5.49 6.72 0.69
H -15.4821 2.2078 5.7657 -0.18 0.10 -0.08
H -16.3623 0.6897 5.5390 -0.13 0.01 -0.16
H -15.2940 1.3353 4.2585 0.09 -0.14 -0.05
H -14.0158 -0.4003 5.5134 -1.37 -0.63 1.50
H -14.4797 0.3289 7.0570 -0.80 0.08 0.26
H -12.3905 0.7629 5.8800 -4.12 1.68 -1.31
C -13.0735 -0.6668 3.8412 0.72 0.52 -2.39
C -12.0291 0.0755 2.8936 -1.67 -0.97 -0.73
O -11.6632 -0.7229 1.7627 0.56 -0.35 0.33
H -13.7595 -1.2559 3.2324 -0.01 0.05 -0.59
H -13.6988 0.1012 4.2964 1.11 -0.53 -1.34
H -12.6834 -1.3961 4.5512 0.25 0.40 -0.13
H -11.1136 0.4820 3.3234 -0.09 -0.45 -0.06
H -12.5432 0.9069 2.4113 -0.23 0.54 0.69
H -12.4976 -0.9194 1.3305 0.07 -0.17 -0.17


Record 5
11
Properties=species:S:1:pos:R:3:forces:R:3 method="wB97M-V/def2-TZVPD" e_lumo_ev=0.89 e_above_lowest_ev=2.165 charge=0
O 0.3496 1.3719 1.0757 -0.39 0.50 -0.19
C 0.5070 0.6348 -0.1222 0.09 0.12 0.00
C 1.0173 -0.7614 0.2359 0.27 0.11 0.25
O -0.2365 -1.3592 -0.2204 -0.06 0.09 0.02
C -0.7300 -0.1266 -0.5688 -0.52 0.39 -0.08
N -1.8504 0.2383 -0.9989 0.35 -0.23 0.17
H -0.5176 1.1758 1.4546 0.11 0.13 -0.10
H 1.0194 1.2729 -0.8439 -0.06 -0.29 -0.03
H 1.8679 -1.2622 -0.2341 -0.11 0.34 0.11
H 1.0724 -0.6422 1.3245 0.25 -1.14 -0.13
H -2.4991 -0.5420 -1.1024 0.07 -0.01 -0.03


Record 6
39
Properties=species:S:1:pos:R:3:forces:R:3 method="wB97M-V/def2-TZVPD" e_lumo_ev="-11.29 / -14.26" s2=8.790 charge=+3 spin_multiplicity=6
Ir -0.0600 -0.0144 0.0311 0.65 -1.26 -1.02
Se 3.1833 -5.4301 -4.4054 -0.05 0.09 0.05
N 1.5591 -5.2358 -3.7151 0.14 -0.09 -0.09
C 1.5637 -4.1151 -3.0448 -0.06 0.16 0.11
C 0.4026 -3.6072 -2.3212 0.08 -0.17 -0.14
C -0.8251 -4.2761 -2.2673 -0.09 0.04 0.06
C -1.8647 -3.7202 -1.5469 0.05 -0.05 -0.03
C -1.6664 -2.5122 -0.8964 0.01 0.06 -0.01
N -0.4965 -1.8641 -0.9498 -0.29 0.04 0.19
C 0.5302 -2.4021 -1.6474 0.07 0.16 0.07
C 1.7794 -1.6588 -1.6448 -0.17 0.02 0.08
N 1.7950 -0.5031 -0.9425 0.12 0.32 0.18
C 2.9222 0.2158 -0.8873 -0.07 0.01 0.00
C 4.0809 -0.1852 -1.5345 0.02 -0.06 -0.04
C 4.0749 -1.3617 -2.2582 0.00 0.10 0.06
C 2.9006 -2.1197 -2.3177 0.12 -0.17 -0.13
C 2.7953 -3.3811 -3.0436 -0.11 0.13 0.12
N 3.7847 -3.9098 -3.7122 0.00 -0.17 -0.09
H -0.9403 -5.2193 -2.7864 0.02 0.00 -0.01
H -2.8260 -4.2092 -1.4785 0.00 0.00 0.00
H -2.4571 -2.0486 -0.3222 -0.01 -0.02 0.00
H 2.8899 1.1316 -0.3131 0.03 0.00 0.00
H 4.9692 0.4258 -1.4624 0.00 0.00 0.00
H 4.9597 -1.7098 -2.7761 -0.01 -0.02 -0.01
O -0.4411 0.6649 2.1292 -0.12 0.23 0.16
N -1.0103 1.6918 2.3469 0.07 -0.12 0.55
N -1.3948 2.3765 1.1801 -0.25 0.46 -0.28
O -1.1710 1.9347 0.0309 -0.12 0.24 0.17
C -2.0821 3.6145 1.3699 0.14 -0.25 0.78
C -2.3420 4.0991 2.6770 0.25 -0.46 -0.34
C -3.0252 5.3370 2.8484 0.00 0.00 0.32
C -3.4324 6.0598 1.7658 -0.19 0.34 -0.64
C -3.1750 5.5774 0.4767 -0.07 0.13 0.25
C -2.4806 4.3196 0.2717 -0.15 0.27 -0.28
H -2.0242 3.5337 3.5436 -0.03 0.06 0.05
H -3.2176 5.6970 3.8520 0.04 -0.07 0.05
H -3.9520 7.0012 1.8934 0.00 -0.01 -0.03
H -3.4972 6.1491 -0.3868 0.03 -0.07 -0.05
H -2.2828 3.9513 -0.7266 -0.06 0.10 -0.06


Calculated values (Eh/bohr) of max |F| for the records, taken in order: 0.0460 0.0255 0.0201 0.2284 0.0229 0.0339.
Calculated values (eV) of E_tot for the records, taken in order: -65735.386 -108575.809 -162582.068 -12649.715 -8775.530 -100028.994.